#one
Density functional theory data (the ωB97M-V functional and the def2-TZVPD basis) for an isolated molecule of C3H8FNO.

The geometry in XYZ format:
```
14
Properties=species:S:1:pos:R:3:mulliken_charge:R:1
C -1.52181 -1.11865 -0.29636 -0.778
C 2.01796 0.33881 -0.22011 -0.748
C -0.16171 0.71228 0.69047 -0.564
N -0.98867 0.22919 -0.43481 0.109
O 1.09144 1.33615 0.22746 -0.358
F -2.01982 1.13566 -0.71048 -0.244
H -0.59153 -1.70388 0.05161 0.307
H -2.28939 -1.26165 0.42758 0.344
H -1.97151 -1.41224 -1.26853 0.239
H 1.56374 -0.37903 -0.83932 0.332
H 2.58254 -0.21848 0.49650 0.292
H 2.67099 0.90034 -0.81662 0.312
H -0.56258 1.49467 1.30543 0.357
H 0.18036 -0.05318 1.38719 0.400
```

As for the net charge: 0. The structure (SMILES) is COCN(C)F. For the LUMO energy, the calculation gives 0.963 eV.

---

#two
Density functional theory data (the ωB97M-V functional and the def2-TZVPD basis) for an isolated molecule of C3H8FNO.

The geometry in XYZ format:
```
14
Properties=species:S:1:pos:R:3:mulliken_charge:R:1
C 1.08591 0.50729 0.13882 -0.932
C -0.25044 0.02345 -0.20135 0.193
C -1.65849 0.40465 0.24025 -0.311
H 2.79129 0.13630 -0.54838 0.285
H 2.38563 -1.32258 0.49478 0.278
H 1.36495 0.85228 1.15221 0.384
H 1.22439 1.37370 -0.30775 0.482
H -0.27647 -0.03878 -1.29191 0.264
H -1.40511 0.21974 1.43161 0.268
H -1.69169 1.47698 -0.30741 0.235
H -2.55310 -1.34907 -0.31939 0.298
N 1.99292 -0.63126 -0.46883 -0.636
O -2.75894 -0.42013 -0.38414 -0.463
F -0.25084 -1.23257 0.37148 -0.343
```

As for the net charge: 0. The structure (SMILES) is NC[C@@H](F)CO. For the LUMO energy, the calculation gives 0.812 eV.

---

Most favorable first, least favorable last: #one, #two